# 1
{"formula": "C28H26N2O3PPdS6", "method": "ωB97M-V/def2-TZVPD", "energy_ha": -4276.3367, "s_squared": 2.02, "homo_energy_ev": [-3.79, -4.81], "gap_ev": [5.8, 5.9], "total_charge": -1, "e_lumo_ev": [2.00, 1.10], "spin_multiplicity": 3, "relative_energy_kj_mol": 44.9, "elements": ["Pd", "S", "S", "S", "S", "S", "S", "P", "O", "O", "O", "N", "N", "C", "C", "C", "C", "C", "C", "C", "C", "C", "C", "C", "C", "C", "C", "C", "C", "C", "C", "C", "C", "C", "C", "C", "C", "C", "C", "C", "C", "H", "H", "H", "H", "H", "H", "H", "H", "H", "H", "H", "H", "H", "H", "H", "H", "H", "H", "H", "H", "H", "H", "H", "H", "H", "H"], "xyz": [[1.7502, -0.3147, 0.6238], [-0.0690, -2.0852, 0.6681], [3.3907, -2.0122, 0.1475], [6.2097, -1.2495, 0.7119], [3.0168, 1.1566, -0.8940], [5.8705, 1.4959, -0.1305], [8.5567, 0.5811, 0.7341], [0.7924, 1.3908, 1.8930], [2.9609, 0.0712, 2.6675], [4.2475, 1.6466, 3.6365], [1.7634, -3.5477, -3.5775], [-1.4136, -1.7261, -1.6091], [0.6720, -2.7882, -1.7712], [-1.3406, 0.1979, 3.1297], [-0.2751, 2.7934, 1.3772], [-0.3085, 0.2659, 5.6988], [-1.8765, 4.5430, 1.8108], [-0.5677, -3.5581, -3.8157], [-0.8375, 4.3851, -0.3485], [-2.7542, -4.2659, -5.3821], [-2.0750, -0.3246, 4.1800], [-1.9514, 0.5965, -0.9057], [4.4401, 0.4941, -0.2408], [-2.6584, -4.7191, -4.0733], [0.4276, 0.7971, 4.6481], [-1.7162, 5.0203, 0.5181], [-0.2953, -2.1738, -0.9920], [0.6982, -3.2783, -3.0664], [-0.0882, 0.7721, 3.3572], [6.9716, 0.2862, 0.4463], [-1.7557, -3.4597, -5.9093], [-1.9927, 1.2732, -2.2721], [-2.3911, -0.8655, -0.9526], [-0.1180, 3.2805, 0.0804], [-1.5733, -4.3656, -3.2890], [2.2212, 2.3234, 2.5347], [-1.5582, -0.2892, 5.4685], [4.6020, -0.8237, 0.1687], [-0.6592, -3.1195, -5.1333], [-1.1612, 3.4341, 2.2411], [3.2696, 1.2563, 3.0014], [-2.5317, -1.2456, 0.0567], [0.1382, -2.5090, -5.5374], [-2.1257, -0.7066, 6.2914], [-2.5598, 5.0419, 2.4880], [-1.5034, -4.7172, -2.2675], [-2.2717, 5.8890, 0.1863], [-0.7189, 4.7533, -1.3608], [-1.7228, 0.1637, 2.1152], [-3.6001, -4.5515, -5.9943], [2.6423, 2.9099, 1.7159], [0.0961, 0.2831, 6.7032], [1.4102, 1.2129, 4.8316], [-1.2900, 3.0660, 3.2509], [-1.6957, 2.3186, -2.1843], [-0.9348, 0.6253, -0.5059], [-1.8214, -3.1055, -6.9299], [-1.3090, 0.7924, -2.9762], [-3.0004, 1.2418, -2.6953], [0.5835, 2.7850, -0.5829], [-1.3448, -1.6058, -2.6071], [-2.5929, 1.1387, -0.2066], [1.5893, -2.7960, -1.3376], [-3.3300, -0.9677, -1.5037], [-3.4332, -5.3534, -3.6619], [-3.0456, -0.7688, 3.9950], [1.9479, 3.0111, 3.3366]], "atomic_forces_ev_per_a": [[-0.31, 0.11, -0.07], [-0.25, -0.19, -0.23], [0.42, -0.04, 0.14], [-0.07, 0.28, -0.10], [0.30, 0.04, 0.06], [0.01, -0.31, 0.08], [0.11, -0.02, 0.01], [-0.01, 0.39, 0.17], [0.24, -0.03, 0.22], [-0.09, -0.01, -0.01], [-0.03, 0.06, -0.03], [0.54, 0.13, -0.10], [-0.16, -0.02, -0.17], [0.10, 0.06, 0.08], [-0.04, -0.09, 0.02], [-0.03, 0.01, 0.04], [-0.04, 0.02, 0.04], [-0.18, -0.12, -0.08], [0.01, 0.05, -0.03], [0.02, -0.01, 0.00], [-0.06, -0.02, -0.03], [0.03, -0.11, -0.18], [-0.05, 0.47, -0.36], [-0.07, -0.04, -0.02], [0.04, 0.02, -0.07], [-0.03, 0.02, -0.03], [-0.51, -0.03, 0.31], [0.10, 0.03, 0.04], [-0.13, 0.00, -0.11], [-0.19, 0.03, 0.02], [-0.01, 0.01, -0.01], [0.00, -0.02, 0.11], [0.01, 0.03, 0.11], [-0.01, -0.01, 0.08], [0.09, 0.16, 0.09], [0.15, -0.44, 0.10], [-0.01, -0.03, 0.04], [0.12, -0.51, -0.08], [0.06, 0.10, 0.09], [-0.01, 0.04, -0.14], [-0.14, 0.28, -0.06], [-0.04, -0.06, -0.01], [0.02, -0.04, -0.02], [0.00, 0.01, 0.00], [0.01, -0.02, 0.01], [0.02, 0.01, 0.02], [-0.01, -0.02, 0.00], [0.05, 0.00, 0.01], [-0.05, -0.05, 0.03], [-0.01, 0.02, 0.02], [0.00, -0.02, -0.04], [0.03, 0.00, -0.02], [-0.01, -0.02, 0.03], [-0.01, 0.00, 0.02], [0.01, -0.03, -0.06], [-0.02, 0.04, 0.08], [-0.01, 0.00, 0.00], [0.00, 0.02, -0.02], [0.01, 0.00, -0.02], [-0.03, 0.00, -0.05], [-0.07, -0.11, -0.10], [0.00, 0.00, 0.03], [0.13, 0.04, 0.07], [0.00, -0.03, 0.03], [0.01, -0.01, 0.00], [0.01, 0.00, 0.00], [0.04, -0.01, 0.03]]}

---

# 2
{"formula": "C28H26N4O5S", "method": "ωB97M-V/def2-TZVPD", "energy_ha": -2076.0403, "homo_energy_ev": -7.51, "gap_ev": 7.8, "total_charge": 0, "e_lumo_ev": 0.24, "relative_energy_kj_mol": 0.0, "smiles": "COc1ccccc1N1CCN(C(=O)c2ccc(Cn3c(=S)[nH]c4cc5c(cc4c3=O)OCO5)cc2)CC1", "elements": ["S", "O", "O", "O", "O", "O", "N", "N", "N", "N", "C", "C", "C", "C", "C", "C", "C", "C", "C", "C", "C", "C", "C", "C", "C", "C", "C", "C", "C", "C", "C", "C", "C", "C", "C", "C", "C", "C", "H", "H", "H", "H", "H", "H", "H", "H", "H", "H", "H", "H", "H", "H", "H", "H", "H", "H", "H", "H", "H", "H", "H", "H", "H", "H"], "xyz": [[-4.3797, -1.5216, -1.8904], [1.0618, 3.5427, 6.4221], [0.9716, -5.8428, -5.8591], [-0.7012, -5.1069, -7.2589], [-0.1706, -3.9718, -1.1185], [0.3322, 3.5804, -0.6697], [1.3284, 4.3645, 3.8345], [1.2716, 3.0433, 1.3099], [-2.9957, -2.7855, -3.6712], [-2.0770, -2.8155, -1.5300], [-1.0064, -3.6187, -1.9229], [0.8373, 3.2486, 7.7776], [-2.1917, 0.1215, 0.1837], [-1.5687, 1.3533, 0.2781], [2.2775, 4.0667, 6.0530], [1.3039, 5.1133, 2.5982], [3.6169, 5.0654, 4.3281], [0.6608, 3.0930, 3.6687], [0.0779, -5.0983, -5.1423], [-1.4405, -1.0332, 0.0144], [-1.9882, -3.5491, -4.1989], [1.9218, 4.3323, 1.4281], [4.5263, 4.8019, 6.5249], [-1.9828, -3.8798, -5.5615], [-3.0772, -2.4089, -2.3652], [4.6596, 5.2346, 5.2236], [-0.9770, -3.9900, -3.3383], [0.5700, 0.2882, 0.0489], [2.4121, 4.4751, 4.7037], [3.3345, 4.2205, 6.9329], [-0.1845, 1.4442, 0.2211], [0.4760, 2.7879, 0.2445], [-2.1056, -2.3780, -0.1348], [0.4990, -5.8535, -7.1874], [-0.9407, -4.6522, -6.0036], [-0.0545, -0.9399, -0.0552], [0.0814, -4.7820, -3.8133], [1.3061, 2.2774, 2.5334], [0.5329, -1.8358, -0.1894], [1.6468, 0.3554, -0.0108], [-1.5648, -3.1344, 0.4387], [0.9773, 4.1305, 8.4106], [3.2367, 3.9043, 7.9592], [-3.2682, 0.0604, 0.2304], [0.6966, 2.5284, 4.5962], [0.7749, 1.3350, 2.4014], [-0.3873, 3.2865, 3.4142], [-2.7596, -3.5418, -6.2261], [-3.1481, -2.3329, 0.1845], [-3.7478, -2.4636, -4.2668], [0.2515, 5.3077, 2.3597], [1.4857, 2.4397, 8.1315], [2.3526, 2.0683, 2.7883], [1.7764, 4.8665, 0.4876], [5.5765, 5.6975, 4.8913], [0.8490, -5.1101, -3.1336], [1.2508, -5.4025, -7.8537], [-0.2013, 2.9254, 7.8366], [3.7558, 5.4050, 3.3143], [-2.1565, 2.2517, 0.3927], [2.9912, 4.1664, 1.5956], [0.3048, -6.8897, -7.5049], [1.8035, 6.0723, 2.7327], [5.3332, 4.9175, 7.2319]], "atomic_forces_ev_per_a": [[-0.51, 0.31, 0.07], [0.30, 0.29, -0.39], [0.06, 0.04, 0.35], [-0.44, 0.33, 0.22], [0.16, -0.06, 0.03], [-0.20, 0.09, -0.19], [-0.28, 0.24, 0.10], [0.21, 0.08, 0.06], [-0.03, 0.10, 0.11], [-0.12, -0.08, -0.16], [0.08, -0.20, -0.27], [-0.04, -0.07, 0.23], [0.01, -0.01, 0.10], [0.19, 0.10, 0.04], [-0.09, -0.11, 0.06], [0.18, 0.00, -0.24], [-0.12, -0.06, -0.02], [0.16, -0.56, -0.11], [-0.45, 0.31, 0.08], [-0.04, -0.04, 0.03], [0.74, -0.43, 0.23], [-0.03, 0.41, -0.12], [0.08, 0.06, -0.07], [0.15, -0.14, -0.20], [-0.41, 0.05, -0.39], [0.13, 0.03, 0.14], [-0.29, 0.13, -0.25], [-0.06, 0.15, 0.01], [0.03, 0.00, 0.16], [-0.14, -0.11, 0.09], [-0.16, -0.15, -0.25], [0.06, -0.09, -0.05], [0.04, 0.01, 0.49], [0.66, -0.63, -0.92], [0.25, -0.03, 0.53], [0.02, 0.01, 0.02], [0.06, -0.15, -0.46], [-0.29, -0.08, 0.47], [0.05, -0.09, -0.01], [0.12, 0.01, 0.02], [-0.14, 0.12, -0.11], [0.01, -0.03, -0.02], [-0.07, -0.04, 0.08], [-0.06, -0.04, 0.00], [-0.06, 0.02, -0.10], [0.11, 0.08, 0.05], [0.00, -0.07, 0.02], [-0.12, 0.05, -0.12], [0.19, -0.07, -0.06], [0.10, 0.00, 0.25], [0.07, 0.04, -0.04], [-0.02, 0.06, -0.01], [-0.07, -0.06, 0.01], [0.09, -0.05, 0.12], [0.07, 0.04, -0.03], [0.10, -0.04, 0.09], [-0.20, -0.03, 0.21], [0.08, 0.01, 0.06], [-0.05, -0.01, -0.11], [-0.06, 0.10, -0.01], [-0.04, 0.04, -0.01], [-0.02, 0.25, 0.14], [-0.04, 0.00, -0.01], [0.07, 0.01, 0.06]]}